DFT (the ωB97M-V functional and the def2-TZVPD basis) results for a cluster of 10 separate species, C6H31NO10 in total at a distorted geometry.

The geometry in XYZ format:
```
48
Properties=species:S:1:pos:R:3:forces:R:3
C 0.209 3.399 1.181 1.929 0.837 -0.154
C 0.065 2.739 -0.170 2.523 0.870 -1.011
C 1.197 1.670 -0.446 -0.961 1.483 -1.756
C 0.864 0.481 0.280 -2.323 -4.171 3.924
O 1.125 0.403 1.507 0.467 0.343 -1.060
N 0.017 -0.535 -0.217 1.564 2.343 0.117
C -0.454 -1.778 0.466 -2.697 2.328 -1.039
C -0.257 -2.912 -0.504 1.029 -3.278 2.436
H 0.630 2.697 1.896 -0.432 -0.045 0.333
H -0.721 3.803 1.465 -1.157 0.263 0.756
H 0.917 4.283 1.182 -0.575 -0.982 -0.297
H 0.253 3.499 -0.972 -0.722 -0.601 0.546
H -0.874 2.283 -0.260 -1.230 -0.256 -0.446
H 1.199 1.479 -1.551 0.537 0.297 0.895
H 2.092 2.103 -0.006 0.010 -0.149 -0.758
H -0.040 -0.459 -1.210 -0.310 -0.757 -0.735
H -1.567 -1.570 0.709 1.345 -0.632 -0.745
H -0.072 -1.758 1.451 1.258 -0.796 0.668
H -0.705 -2.749 -1.436 -0.432 0.497 -1.324
H -0.591 -3.975 -0.184 -0.212 1.941 0.061
H 0.811 -3.145 -0.572 -0.142 0.624 -0.560
O -3.326 -0.193 2.038 -0.041 -0.875 0.795
H -3.705 0.313 2.765 -0.115 0.359 -0.243
H -2.862 -0.891 2.571 -0.023 0.632 -0.679
O -1.375 -0.923 3.652 -3.123 -1.558 3.486
H -0.704 -0.725 3.084 3.027 0.875 -2.087
H -0.990 -1.434 4.404 -0.142 0.705 -1.197
O 4.236 1.195 -0.085 1.063 -0.784 -1.275
H 4.002 0.309 -0.408 0.247 0.394 0.180
H 3.587 1.382 0.560 -0.868 0.157 1.288
O -2.615 1.281 -3.027 -1.222 0.794 1.437
H -3.019 1.293 -2.114 0.551 -0.635 -0.551
H -2.677 2.223 -3.213 0.282 0.072 -0.500
O -2.908 1.184 -0.301 1.830 -2.326 2.452
H -1.984 0.879 0.017 -1.367 1.094 -1.419
H -3.276 0.561 0.408 -0.681 1.089 -0.999
O 1.076 -1.460 -2.920 0.793 -1.095 0.305
H 0.376 -1.920 -3.437 0.820 1.069 0.426
H 1.210 -0.592 -3.328 -0.528 -0.614 -0.151
O 1.266 -1.351 3.681 0.874 -2.070 2.247
H 2.136 -1.790 3.690 -0.622 0.247 0.080
H 1.287 -0.831 2.919 0.214 1.801 -2.310
O -0.678 -0.151 -3.872 0.817 -0.905 1.785
H -0.878 0.126 -4.726 -1.033 1.007 -1.937
H -1.296 0.236 -3.226 -0.256 0.387 -0.878
O 3.334 -2.909 -0.360 1.799 4.023 0.685
H 2.865 -2.163 -0.786 0.441 -0.460 0.246
H 2.819 -3.606 -0.592 -2.210 -3.542 -1.036
```
Forces are in eV/Å.

Output
LUMO level ... 0.39 eV
SMILES string ... CCCC(=O)NCC.O.O.O.O.O.O.O.O.O
Kohn-Sham gap ... 10.27 eV
ΔE to the lowest compared entry with this formula, charge and spin ... 2.172 eV
E_HOMO ... -9.88 eV

These are the natural (NBO) partial charges, in e, on atoms 1 to 4: number 1, C, carries -0.629; number 2, C, carries -0.362; number 3, C, carries -0.507; number 4, C, carries 0.682